ORCA calculation (wB97M-V/def2-TZVPD) on a structure of composition C31H27AsN7O16PbS.

Element x y z (Å)
Pb 0.429 -0.714 -0.498
O 1.409 0.862 -4.506
C 1.592 0.284 -3.457
N 0.895 -0.734 -2.915
C -0.027 -1.369 -3.675
O -0.354 -1.124 -4.820
C -0.609 -2.585 -2.977
C -1.321 -3.490 -3.757
C -1.815 -4.636 -3.158
C -1.569 -4.848 -1.812
C -0.866 -3.881 -1.109
N -0.412 -2.784 -1.685
C 2.740 0.679 -2.535
C 2.999 2.029 -2.330
C 3.974 2.351 -1.402
C 4.659 1.342 -0.744
C 4.361 0.025 -1.067
N 3.430 -0.259 -1.944
H -1.463 -3.269 -4.805
H -2.381 -5.354 -3.733
H -1.928 -5.731 -1.309
H -0.665 -3.986 -0.052
H 2.431 2.771 -2.868
H 4.185 3.390 -1.186
H 5.404 1.560 0.005
H 4.869 -0.819 -0.616
O -3.611 -2.513 -1.385
C -3.084 -1.543 -0.867
O -2.328 -0.669 -1.299
C -3.472 -1.352 0.637
C -4.517 -2.044 1.162
C -4.931 -1.813 2.484
C -4.242 -0.883 3.253
C -3.195 -0.173 2.712
C -2.724 -0.343 1.350
O -1.806 0.326 0.872
N -2.566 0.826 3.527
O -2.079 1.795 2.988
O -2.609 0.651 4.731
N -6.083 -2.466 2.988
O -6.643 -3.284 2.277
O -6.472 -2.160 4.103
H -5.059 -2.753 0.550
H -4.542 -0.685 4.274
O 1.934 -3.448 2.271
As 3.067 -2.739 1.127
O 4.126 -3.895 0.732
O 2.207 -2.185 -0.161
C 4.029 -1.422 2.248
C 5.344 -1.704 2.596
C 6.022 -0.860 3.465
C 5.378 0.243 4.005
C 4.061 0.511 3.666
C 3.404 -0.325 2.782
S 1.816 0.193 2.119
O 1.395 1.294 2.946
O 0.899 -0.951 2.134
O 2.203 0.592 0.753
H 1.280 -2.748 2.385
H 5.816 -2.582 2.170
H 7.052 -1.066 3.725
H 5.903 0.900 4.685
H 3.518 1.350 4.076
C 0.400 3.154 0.815
N -0.565 3.385 -0.229
C -1.639 4.284 0.118
C -2.263 4.831 -1.155
C -2.746 3.640 -1.970
N -1.671 2.697 -2.162
C -1.869 1.668 -3.157
C -0.644 2.529 -1.278
O 0.239 1.700 -1.516
H 0.863 4.103 1.088
H 1.157 2.452 0.477
H -0.081 2.720 1.695
H -1.219 5.089 0.727
H -2.391 3.761 0.723
H -1.510 5.385 -1.721
H -3.095 5.500 -0.928
H -3.085 3.965 -2.960
H -3.595 3.160 -1.462
H -0.937 1.482 -3.690
H -2.639 1.987 -3.858
H -2.165 0.723 -2.680

LUMO (spin up / spin down), eV: -1.743 / -1.784
HOMO-LUMO gap (spin up / spin down), eV: 4.600 / 4.629
E_HOMO (spin up / spin down), eV: -6.34 / -6.41
ΔE to the lowest compared entry with this formula, charge and spin, kJ/mol: 361.2
Total charge: -1